DFT (ωB97M-V/def2-TZVPD) results for a 3-piece molecular cluster, C34H72N4O4P overall at a distorted geometry.

Summary:
* total charge: +1
* LUMO energy: -0.1190 hartree
* gap between HOMO and LUMO: 7.06 eV
* HOMO level: -0.3786 Eh

```
115
C34H72N4O4P (ωB97M-V/def2-TZVPD)
C 10.05 -3.55 1.59
C 9.82 -2.26 0.78
C 8.46 -2.22 0.07
C 8.49 -1.54 -1.32
C 7.69 -0.23 -1.41
C 6.41 -0.33 -2.27
C 5.17 -0.51 -1.39
C 3.90 -0.83 -2.20
C 2.88 0.33 -2.23
C 1.46 -0.15 -1.95
C 0.44 1.00 -2.15
C -0.69 0.97 -1.13
C -1.68 -0.19 -1.37
C -3.11 0.29 -1.14
N -4.12 -0.70 -1.57
C -4.31 -0.66 -2.99
P -4.71 -2.41 -3.60
N -4.10 -3.50 -2.66
C -5.30 0.40 -3.49
N -6.54 0.48 -2.66
C -6.30 0.48 -1.17
C -5.87 1.84 -0.65
C -6.99 2.62 0.01
O -6.35 3.81 0.50
C -6.97 4.39 1.58
O -6.83 3.97 2.73
C -5.38 -0.70 -0.86
C -5.23 -0.95 0.65
C -5.78 -2.33 1.04
C -7.28 -2.52 0.73
C -7.55 -3.33 -0.54
C -7.69 -4.83 -0.28
N -7.43 -5.58 -1.52
H 11.10 -3.81 1.60
H 9.50 -4.38 1.16
H 9.69 -3.43 2.61
H 9.84 -1.44 1.49
H 10.62 -2.09 0.07
H 7.74 -1.69 0.69
H 8.10 -3.24 -0.04
H 8.08 -2.24 -2.05
H 9.52 -1.36 -1.60
H 7.38 0.06 -0.41
H 8.31 0.57 -1.80
H 6.29 0.59 -2.82
H 6.50 -1.16 -2.96
H 5.36 -1.31 -0.67
H 5.05 0.40 -0.82
H 4.20 -1.07 -3.22
H 3.40 -1.70 -1.80
H 2.88 0.81 -3.21
H 3.13 1.08 -1.49
H 1.22 -0.93 -2.67
H 1.37 -0.50 -0.93
H 0.96 1.95 -2.01
H 0.03 0.99 -3.16
H -0.29 0.86 -0.13
H -1.23 1.91 -1.20
H -1.59 -0.58 -2.38
H -1.48 -1.02 -0.70
H -3.20 0.55 -0.09
H -3.24 1.23 -1.69
H -3.36 -0.41 -3.45
H -4.11 -2.41 -4.87
H -6.11 -2.49 -3.77
H -4.80 -4.15 -2.33
H -4.87 1.40 -3.52
H -5.60 0.18 -4.51
H -7.18 -0.29 -2.88
H -7.05 1.33 -2.90
H -7.27 0.23 -0.73
H -5.48 2.45 -1.47
H -5.07 1.72 0.06
H -7.78 2.91 -0.67
H -7.36 2.06 0.87
H -7.57 5.30 1.40
H -5.91 -1.58 -1.22
H -5.82 -0.20 1.18
H -4.19 -0.90 0.94
H -5.63 -2.44 2.11
H -5.16 -3.08 0.55
H -7.71 -3.05 1.57
H -7.75 -1.54 0.67
H -6.76 -3.25 -1.27
H -8.47 -2.97 -1.00
H -8.67 -5.06 0.14
H -6.94 -5.13 0.45
H -8.27 -5.90 -1.96
H -6.80 -6.34 -1.37
C -3.16 5.13 2.39
C -2.88 6.37 1.54
C -1.45 6.10 1.09
O -1.31 4.68 1.00
C -2.43 4.05 1.62
H -4.22 4.91 2.52
H -2.72 5.25 3.39
H -3.55 6.39 0.68
H -2.99 7.31 2.08
H -0.73 6.48 1.82
H -1.22 6.55 0.12
H -3.07 3.62 0.84
H -2.07 3.24 2.25
C 9.29 -0.07 5.97
C 9.55 1.23 5.22
C 10.96 1.00 4.69
O 11.09 -0.41 4.47
C 9.99 -1.09 5.08
H 8.24 -0.29 6.12
H 9.77 -0.04 6.95
H 8.85 1.33 4.39
H 9.48 2.12 5.84
H 11.72 1.31 5.42
H 11.16 1.52 3.75
H 9.32 -1.44 4.28
H 10.36 -1.95 5.63
```

Atomic partial charges in e from the Löwdin method, atoms 1 to 2: -0.101, -0.248